1.
20
Properties=species:S:1:pos:R:3:forces:R:3:mulliken_charge:R:1 method="wB97M-V/def2-TZVPD" e_homo_ev="-7.16 / -8.38" energy_ev=-16727.751 orbital_gap_ha="0.2732 / 0.3114" e_above_lowest_kj_mol=435.9 charge=0 lumo_ev="0.27 / 0.10"
C 0.940 -0.824 2.228 1.2 -0.2 0.7 -1.118
C 0.475 -2.273 0.168 -0.2 0.4 -0.9 -1.211
C -0.467 3.022 0.100 0.3 -2.2 -0.2 -0.782
C -0.929 0.008 -2.930 -1.8 0.0 0.2 -1.040
C 0.175 -0.882 0.904 -1.5 -2.2 0.4 0.277
O -0.109 1.742 0.638 -1.2 0.4 0.6 -0.148
P 0.580 0.585 -0.205 0.6 -1.6 -1.2 -0.030
H 0.489 -1.451 3.093 0.8 0.8 -1.6 0.295
H 2.022 -1.155 1.990 -1.6 0.3 0.7 0.281
H 1.042 0.216 2.585 -0.2 -0.4 0.0 0.332
H -0.238 -2.202 -0.733 1.2 -1.0 1.2 0.269
H 0.504 -3.306 0.726 -1.0 2.3 -0.5 0.308
H 1.508 -2.263 -0.196 -0.1 0.3 -0.4 0.384
H -0.728 3.043 -0.931 -0.6 -0.6 -0.9 0.332
H 0.351 3.618 0.178 2.5 2.0 0.4 0.343
H -1.214 3.366 0.721 -1.8 0.9 1.1 0.268
H -1.408 0.801 -3.505 1.2 0.5 -0.3 0.344
H -1.854 -0.429 -2.536 0.8 -0.7 0.6 0.331
H -0.181 -0.644 -3.365 0.0 0.2 0.1 0.292
H -0.957 -0.971 1.071 1.4 0.8 0.0 0.274

***

2.
58
Properties=species:S:1:pos:R:3:forces:R:3:mulliken_charge:R:1 method="wB97M-V/def2-TZVPD" e_homo_ev=-3.79 energy_ev=-141636.263 orbital_gap_ha=0.2175 charge=-1 lumo_ev=2.13
C 4.270 -2.054 -0.361 0.6 0.2 -0.5 -1.073
C 3.002 -1.465 -0.879 0.8 -0.5 -0.5 0.860
C 2.601 -1.919 -2.238 -0.2 0.2 -0.3 -0.904
N 2.346 -0.630 -0.223 -2.3 -0.3 2.2 -0.568
Nb 0.954 -1.400 1.155 1.9 3.9 -1.2 -0.470
Br 0.558 0.974 2.283 0.0 -0.6 0.1 -0.513
P -0.997 -1.021 -0.475 0.1 -1.3 0.3 0.561
C -2.492 -2.071 -0.103 -0.1 1.1 -0.8 -0.720
O -0.633 -1.489 -2.066 -0.6 -0.1 -0.1 -0.526
P 1.249 -3.830 0.421 0.1 0.2 0.5 0.144
C -0.274 -4.559 -0.330 0.4 -0.4 0.6 -1.011
O 1.384 -4.743 1.833 -0.6 -0.2 -0.2 -0.500
H 4.900 -2.302 -1.204 0.3 -0.2 -0.2 0.478
H 4.061 -2.974 0.163 -0.1 -0.2 0.4 0.188
H 4.809 -1.342 0.242 0.0 0.1 0.6 0.255
H 2.270 -1.066 -2.811 -0.1 0.3 -0.3 0.288
H 1.753 -2.576 -2.161 -0.4 -0.4 0.1 0.004
H 3.400 -2.438 -2.736 0.3 -0.2 -0.3 0.479
H 2.238 -1.811 2.390 -0.4 -1.0 -0.2 0.032
H -0.224 -2.056 2.373 -0.1 -0.3 -0.1 0.050
H -2.496 -2.981 -0.685 0.1 -0.5 0.0 0.285
H -3.381 -1.513 -0.383 -0.3 0.1 -0.1 -0.010
H -2.567 -2.266 0.952 0.2 -0.2 0.4 0.312
H -1.130 -2.291 -2.290 0.3 0.2 0.1 0.279
H -0.448 -4.177 -1.323 -0.1 0.4 -0.3 0.254
H -1.135 -4.443 0.313 -0.4 0.2 0.0 0.166
H -0.097 -5.622 -0.432 0.1 -0.4 -0.1 0.415
H 0.581 -4.569 2.352 0.5 0.1 0.1 0.297
O -6.808 -0.611 -0.244 0.0 -0.1 0.2 -0.664
S -6.164 0.544 -0.789 -0.1 0.2 -0.5 1.231
O -4.911 0.994 -0.283 0.1 -0.1 0.2 -0.568
O -7.202 1.755 -0.776 0.0 0.0 -0.1 -0.276
C -7.811 2.088 0.487 -0.2 0.2 0.5 -0.355
C -6.864 2.818 1.419 0.2 -0.1 -0.1 -0.989
C -6.038 0.373 -2.536 -0.1 0.0 -0.1 -0.929
H -8.208 1.183 0.949 0.1 -0.1 -0.1 0.331
H -8.656 2.726 0.235 0.0 0.0 -0.2 0.267
H -6.042 2.178 1.734 0.0 0.0 0.0 0.314
H -7.399 3.147 2.311 -0.1 0.0 0.0 0.376
H -6.432 3.687 0.923 0.0 0.0 0.0 0.261
H -7.000 0.062 -2.932 0.0 0.0 0.0 0.319
H -5.282 -0.386 -2.723 0.0 0.0 0.1 0.349
H -5.727 1.325 -2.957 0.0 0.0 0.0 0.319
O 5.520 5.141 1.067 0.0 0.2 -0.2 -0.653
S 5.987 3.788 1.013 -0.3 -0.5 0.4 1.195
O 6.727 3.333 -0.124 0.1 0.2 -0.2 -0.620
O 4.788 2.807 1.309 0.2 0.1 0.0 -0.238
C 3.582 2.917 0.506 -0.6 0.0 -0.4 0.008
C 3.757 2.345 -0.884 0.4 0.1 -0.1 -0.906
C 6.911 3.427 2.468 0.1 0.0 0.1 -0.936
H 3.260 3.958 0.470 0.2 0.1 0.1 0.332
H 2.827 2.357 1.051 0.1 -0.1 0.2 -0.065
H 4.465 2.931 -1.473 0.0 0.0 0.0 0.409
H 2.798 2.340 -1.402 -0.1 -0.1 0.1 0.424
H 4.129 1.324 -0.830 -0.1 0.0 0.0 0.042
H 6.342 3.751 3.334 0.0 0.0 0.0 0.305
H 7.847 3.976 2.396 0.0 0.0 0.0 0.362
H 7.102 2.359 2.501 0.0 0.0 0.0 0.306

***

3.
10
Properties=species:S:1:pos:R:3:forces:R:3:mulliken_charge:R:1 method="wB97M-V/def2-TZVPD" e_homo_ev=-8.78 energy_ev=-7739.336 orbital_gap_ha=0.3517 e_above_lowest_kj_mol=136.6 charge=0 smiles="NCC(=O)O" lumo_ev=0.79
C -0.780 -0.684 0.242 1.6 -1.7 -3.1 -0.387
C 0.513 0.084 0.019 1.4 1.2 1.8 0.627
H -1.710 1.094 -0.404 0.7 1.2 0.2 0.169
H -2.694 -0.226 -0.237 -0.5 -0.1 0.0 0.141
H -0.883 -1.716 -0.260 1.0 1.4 -0.8 0.226
H -0.865 -1.183 1.138 0.1 0.4 3.5 0.286
H 2.352 -0.073 -0.412 -1.5 -1.5 0.8 0.349
N -1.772 0.140 -0.208 -3.1 0.1 -0.4 -0.384
O 0.618 1.316 0.153 -0.4 -3.2 -1.0 -0.571
O 1.608 -0.725 -0.145 0.6 2.3 -1.0 -0.455

***

4.
20
Properties=species:S:1:pos:R:3:forces:R:3:mulliken_charge:R:1 method="wB97M-V/def2-TZVPD" e_homo_ev=-8.82 energy_ev=-7921.445 orbital_gap_ha=0.3631 e_above_lowest_kj_mol=133.9 charge=0 lumo_ev=1.06
C -0.492 0.577 -1.561 1.0 -1.1 -2.2 -0.388
C -1.113 0.077 -0.293 -2.0 0.9 0.7 -0.513
C -0.067 -0.246 0.783 0.4 0.1 0.2 0.800
C 1.072 -0.896 0.497 0.4 1.4 -1.2 -0.404
C 2.418 -0.902 1.222 -2.3 -0.2 -0.6 -1.200
C -0.391 0.209 2.199 0.0 1.0 -0.5 -1.248
N -1.362 0.972 -2.673 -0.8 0.0 -0.5 -0.533
H 0.157 1.425 -1.401 0.3 0.3 0.7 0.229
H 0.181 -0.203 -1.967 -0.2 0.3 0.1 0.241
H -1.869 -0.750 -0.475 1.0 0.7 0.1 0.199
H -1.763 0.994 0.008 0.9 -1.6 0.3 0.245
H 1.264 -1.224 -0.524 -0.6 -0.1 -0.1 0.243
H 2.359 -0.119 1.946 0.4 0.0 1.1 0.349
H 2.443 -1.934 1.561 1.2 0.1 0.6 0.294
H 3.161 -0.586 0.497 0.3 -0.6 0.0 0.314
H -1.306 -0.332 2.451 0.3 -0.3 0.7 0.289
H 0.468 0.144 2.897 -0.8 -0.6 -0.2 0.336
H -0.714 1.271 2.272 0.3 -0.4 -0.5 0.327
H -2.325 1.171 -2.434 0.1 0.0 0.2 0.208
H -1.374 0.419 -3.537 0.3 0.0 1.0 0.213

***

5.
84
Properties=species:S:1:pos:R:3:forces:R:3:mulliken_charge:R:1 method="wB97M-V/def2-TZVPD" e_homo_ev=-10.66 energy_ev=-65366.412 orbital_gap_ha=0.2792 e_above_lowest_kj_mol=0.0 charge=+1 lumo_ev=-3.07
Be -1.759 -0.158 0.415 0.0 0.0 0.0 -0.847
O 2.723 2.207 3.857 0.0 0.0 0.0 -0.805
C 2.271 1.155 4.395 0.0 0.0 0.0 0.290
O 2.806 0.351 5.149 0.0 0.0 0.0 -0.704
C 0.886 0.792 3.833 0.0 0.0 0.0 -0.017
C 0.595 -0.537 3.554 0.0 0.0 0.0 -0.720
C -0.432 -0.809 2.666 0.0 0.0 0.0 0.776
N -1.166 0.162 2.129 0.0 0.0 0.0 0.425
C -0.967 1.431 2.486 0.0 0.0 0.0 0.628
C 0.051 1.791 3.344 0.0 0.0 0.0 -0.393
C -1.838 2.363 1.738 0.0 0.0 0.0 0.149
C -2.054 3.684 2.090 0.0 0.0 0.0 -0.847
C -2.919 4.438 1.313 0.0 0.0 0.0 -0.615
C -3.538 3.842 0.226 0.0 0.0 0.0 -1.022
C -3.258 2.514 -0.050 0.0 0.0 0.0 0.140
N -2.416 1.788 0.678 0.0 0.0 0.0 0.362
C -0.780 -2.134 2.104 0.0 0.0 0.0 0.486
C -0.308 -3.339 2.592 0.0 0.0 0.0 -0.699
C -0.736 -4.510 1.987 0.0 0.0 0.0 -0.695
C -1.623 -4.434 0.925 0.0 0.0 0.0 -0.919
C -2.035 -3.183 0.499 0.0 0.0 0.0 0.269
N -1.621 -2.055 1.064 0.0 0.0 0.0 0.381
H 1.244 -1.304 3.956 0.0 0.0 0.0 0.538
H 0.299 2.825 3.541 0.0 0.0 0.0 0.404
H -1.571 4.106 2.960 0.0 0.0 0.0 0.450
H -3.115 5.472 1.561 0.0 0.0 0.0 0.443
H -4.232 4.390 -0.396 0.0 0.0 0.0 0.458
H -3.728 2.003 -0.877 0.0 0.0 0.0 0.328
H 0.371 -3.362 3.433 0.0 0.0 0.0 0.467
H -0.388 -5.469 2.346 0.0 0.0 0.0 0.479
H -1.991 -5.323 0.434 0.0 0.0 0.0 0.480
H -2.726 -3.081 -0.328 0.0 0.0 0.0 0.065
C 5.032 1.391 -2.170 0.0 0.0 0.0 -1.043
O 4.374 1.267 -0.918 0.0 0.0 0.0 -0.294
C 5.122 0.898 0.150 0.0 0.0 0.0 0.627
C 6.480 0.616 0.114 0.0 0.0 0.0 -0.548
C 7.138 0.242 1.280 0.0 0.0 0.0 -0.730
C 6.463 0.153 2.485 0.0 0.0 0.0 -1.085
C 5.105 0.434 2.532 0.0 0.0 0.0 -0.137
C 4.441 0.778 1.366 0.0 0.0 0.0 -0.029
N 3.056 1.124 1.441 0.0 0.0 0.0 0.270
C 2.047 0.624 0.804 0.0 0.0 0.0 -1.865
C 1.938 -0.522 -0.052 0.0 0.0 0.0 1.061
C 2.990 -1.437 -0.268 0.0 0.0 0.0 -0.619
C 2.801 -2.591 -0.984 0.0 0.0 0.0 -1.187
C 1.536 -2.858 -1.517 0.0 0.0 0.0 -0.925
C 0.487 -1.992 -1.317 0.0 0.0 0.0 0.541
C 0.642 -0.803 -0.576 0.0 -0.1 0.1 0.277
O -0.378 0.007 -0.388 0.0 0.1 -0.1 -0.822
H 4.270 1.700 -2.880 0.0 0.0 0.0 0.224
H 5.457 0.436 -2.486 0.0 0.0 0.0 0.418
H 5.818 2.147 -2.128 0.0 0.0 0.0 0.387
H 7.032 0.692 -0.811 0.0 0.0 0.0 0.463
H 8.198 0.029 1.237 0.0 0.0 0.0 0.399
H 6.985 -0.124 3.390 0.0 0.0 0.0 0.449
H 4.558 0.396 3.468 0.0 0.0 0.0 0.464
H 2.845 1.789 2.234 0.0 0.0 0.0 0.661
H 1.110 1.127 1.008 0.0 0.0 0.0 1.305
H 3.961 -1.241 0.160 0.0 0.0 0.0 0.415
H 3.619 -3.282 -1.132 0.0 0.0 0.0 0.456
H 1.377 -3.759 -2.095 0.0 0.0 0.0 0.495
H -0.486 -2.210 -1.735 0.0 0.0 0.0 0.469
C -6.423 -0.179 -3.332 0.0 0.0 0.0 -1.308
C -5.759 -0.767 -2.092 0.0 0.0 0.0 -0.198
C -4.551 -1.654 -2.406 0.0 0.0 0.0 -1.000
S -2.935 -0.927 -2.091 0.0 0.0 0.0 0.777
O -3.065 -0.414 -0.651 0.0 0.0 0.0 0.146
C -3.013 0.530 -3.141 0.0 0.0 0.0 -1.142
C -1.736 1.359 -3.047 0.0 0.0 0.0 0.630
C -0.546 0.697 -3.729 0.0 0.0 0.0 -1.433
H -7.287 0.423 -3.054 0.0 0.0 0.0 0.376
H -6.773 -0.972 -3.995 0.0 0.0 0.0 0.380
H -5.749 0.456 -3.908 0.0 0.0 0.0 0.264
H -6.487 -1.376 -1.556 0.0 0.0 0.0 0.542
H -5.463 0.014 -1.387 0.0 0.0 0.0 0.028
H -4.525 -1.982 -3.448 0.0 0.0 0.0 0.629
H -4.538 -2.553 -1.787 0.0 0.0 0.0 0.384
H -3.902 1.088 -2.850 0.0 0.0 0.0 0.307
H -3.162 0.140 -4.153 0.0 0.0 0.0 0.693
H -1.499 1.551 -2.000 0.0 0.0 0.0 -0.479
H -1.946 2.326 -3.508 0.0 0.0 0.0 0.458
H -0.331 -0.282 -3.297 0.0 0.0 0.0 0.238
H 0.350 1.304 -3.608 0.0 0.0 0.0 0.457
H -0.724 0.567 -4.798 0.0 0.0 0.0 0.421

***

6.
16
Properties=species:S:1:pos:R:3:forces:R:3:mulliken_charge:R:1 method="wB97M-V/def2-TZVPD" e_homo_ev="-8.45 / -8.22" energy_ev=-6379.745 orbital_gap_ha="0.2796 / 0.2716" e_above_lowest_kj_mol=397.0 charge=0 lumo_ev="-0.84 / -0.82"
C -2.304 -0.283 0.261 -0.1 0.0 0.0 -1.257
C -0.868 -0.306 -0.243 0.0 -0.1 0.0 -0.304
C -0.060 0.913 0.249 0.1 0.0 0.0 -0.544
C 1.319 0.882 -0.324 -0.1 0.0 -0.1 -0.235
C 2.234 -0.124 -0.217 -0.2 -0.1 0.1 -0.073
C 2.231 -1.166 0.763 0.0 0.2 -0.8 -0.638
H -2.326 -0.250 1.356 0.0 0.0 -0.1 0.324
H -2.851 -1.176 -0.060 0.1 0.1 0.0 0.346
H -2.843 0.595 -0.113 0.1 -0.1 0.1 0.319
H -0.345 -1.202 0.113 -0.1 0.1 0.0 0.297
H -0.849 -0.342 -1.341 0.0 0.0 0.2 0.318
H -0.566 1.836 -0.062 0.1 -0.1 0.1 0.355
H -0.031 0.889 1.345 0.1 -0.1 -0.1 0.314
H 2.954 -0.082 -1.038 0.5 0.0 0.3 0.305
H 1.568 1.678 -1.030 -0.2 -0.2 0.0 0.299
H 2.862 -1.993 0.359 -0.2 0.2 0.2 0.174

***

The highest charge belongs to which entry? C36H37BeN4O5S

***

The highest charge belongs to which entry? C36H37BeN4O5S